A structure of composition C32H56KN2O10S2 at a distorted geometry, computed with wB97M-V/def2-TZVPD.

## Properties
**Orbital gap**: 5.5 eV
**E**: -95542.690 eV
**HOMO level**: -3.66 eV
**Net charge**: -1

The geometry in XYZ format:
```
103
Properties=species:S:1:pos:R:3:lowdin_charge:R:1
K 15.9701 -14.6141 15.4674 0.834
C 16.4149 -15.6983 10.7779 -0.026
C 17.5292 -15.9901 9.9996 -0.395
C 18.8852 -16.1001 10.6430 -0.376
O 19.9027 -16.3111 9.9522 -0.002
C 19.0339 -15.9394 12.0446 0.001
C 17.8895 -15.6962 12.8359 -0.375
C 16.4952 -15.4499 12.1759 -0.389
O 15.4816 -15.1181 12.8341 -0.132
O 17.9336 -15.6972 14.1062 -0.193
O 17.3467 -16.1431 8.7617 -0.030
H 15.4696 -15.4375 10.3199 0.096
H 19.9564 -16.0925 12.5801 0.094
C 12.3939 -11.1467 11.6193 -0.232
C 13.2849 -11.8080 10.5877 -0.209
C 14.4274 -12.5513 11.3094 -0.204
S 14.7795 -11.5636 12.7912 0.687
O 15.8718 -10.6710 12.5030 -0.324
O 14.7827 -12.4108 13.9569 -0.371
C 13.2618 -10.5463 12.7304 -0.212
H 11.7013 -11.8641 12.0730 0.115
H 11.7044 -10.4125 11.1982 0.109
H 13.8745 -11.0744 10.0262 0.118
H 12.7360 -12.4701 9.9243 0.115
H 15.3513 -12.7915 10.7946 0.112
H 14.0307 -13.4435 11.8062 0.090
H 13.6575 -9.5820 12.4030 0.094
H 12.7793 -10.3445 13.6831 0.100
C 14.7090 -20.2444 14.0841 -0.215
C 16.0214 -19.9140 13.3603 -0.207
C 16.4697 -18.5197 13.8069 -0.195
S 16.0838 -18.4868 15.5615 0.693
O 15.3541 -17.2605 15.8464 -0.405
O 17.2609 -18.8180 16.3478 -0.325
C 14.9099 -19.8559 15.5565 -0.224
H 14.3160 -21.2534 13.9670 0.108
H 13.9119 -19.6414 13.6343 0.116
H 15.9461 -19.9033 12.2725 0.119
H 16.7132 -20.7316 13.5818 0.116
H 15.7694 -17.7811 13.4128 0.105
H 17.5080 -18.2391 13.6601 0.110
H 14.0420 -19.6367 16.1749 0.100
H 15.4211 -20.6395 16.1234 0.098
C 19.3133 -11.9484 19.4121 -0.036
C 17.8497 -11.6507 19.7418 -0.499
C 17.8517 -10.1773 20.1959 -0.136
C 16.5217 -9.4392 20.0245 -0.190
C 16.0999 -9.5409 18.5688 -0.141
C 15.8866 -10.9725 18.1151 -0.507
N 17.0659 -11.7665 18.4960 -0.096
O 16.9978 -13.0971 18.0366 -0.040
C 14.6096 -11.5707 18.7770 -0.019
C 15.7534 -11.0502 16.6048 -0.035
C 17.3627 -12.6077 20.8082 -0.022
H 19.8083 -11.1824 18.8232 0.069
H 19.4199 -12.9418 18.9716 0.056
H 19.9306 -12.0660 20.3144 0.093
H 18.2588 -10.0484 21.2005 0.118
H 18.5457 -9.6172 19.5624 0.110
H 16.6729 -8.4091 20.3652 0.108
H 15.7386 -9.7557 20.7222 0.102
H 16.9198 -9.1162 17.9808 0.127
H 15.2111 -8.9252 18.4162 0.123
H 13.6647 -11.1681 18.4085 0.082
H 14.5583 -12.6585 18.7925 0.079
H 14.6924 -11.2755 19.8280 0.060
H 15.3288 -11.9848 16.2602 0.039
H 15.0987 -10.2241 16.2936 0.092
H 16.6688 -10.7662 16.0792 0.095
H 17.8367 -13.5888 20.6846 0.080
H 16.2958 -12.7967 20.7044 0.077
H 17.7174 -12.3273 21.8027 0.084
H 17.7422 -13.1700 17.4132 0.050
C 21.0259 -16.4753 16.1793 0.001
C 20.9985 -15.2816 17.1646 -0.506
C 22.4323 -14.8706 17.4908 -0.134
C 23.0695 -14.0238 16.3731 -0.182
C 22.1949 -12.8258 16.0322 -0.151
C 20.7354 -13.1358 15.7211 -0.478
N 20.2439 -14.1259 16.6971 -0.076
O 18.8791 -14.4357 16.5269 -0.069
C 19.9111 -11.8224 15.8134 -0.013
C 20.5793 -13.5591 14.2559 -0.022
C 20.3621 -15.7080 18.4956 -0.032
H 20.0217 -16.8702 16.0192 0.081
H 21.7318 -17.2563 16.4558 0.084
H 21.3504 -16.1005 15.2051 0.069
H 22.4513 -14.2404 18.3835 0.119
H 23.1121 -15.7086 17.6372 0.116
H 23.2860 -14.5097 15.4146 0.109
H 24.0466 -13.6547 16.6974 0.105
H 22.6185 -12.1435 15.2910 0.124
H 22.2339 -12.1915 16.9333 0.113
H 18.8654 -12.0658 16.0019 0.063
H 20.1896 -11.1821 16.6510 0.065
H 19.9238 -11.2464 14.8920 0.085
H 21.2246 -14.3972 13.9656 0.075
H 19.5749 -13.9083 14.0244 0.068
H 20.9123 -12.7436 13.6163 0.089
H 21.0422 -16.3781 19.0289 0.085
H 19.3770 -16.1539 18.3458 0.084
H 20.1659 -14.9140 19.2213 0.066
H 18.7969 -14.9099 15.6747 0.055
```